No. 1
# CsH2O

CsH2O as an isolated structure (the ωB97M-V functional and the def2-TZVPD basis, the OMol25 dataset).

ORCA input file:
```
! RIJCOSX wB97M-V def2-TZVPD def2/J DEFGRID3
* xyz 1 1
Cs 2.137 0.891 -0.832
O -0.437 -0.345 0.004
H -1.301 -0.756 0.046
H -0.399 0.211 0.782
*
```

Calculated values
E_HOMO	-16.33	eV
energy relative to the best compared isomer or geometry (same formula, charge and spin)	2.2	kcal per mole
E	-96.37842	hartree
frontier orbital gap	12.41	eV

No. 2
# C23H25FeN10O3S2

C23H25FeN10O3S2 as an isolated structure (the ωB97M-V functional and the def2-TZVPD basis, the OMol25 dataset).

ORCA input file:
```
! RIJCOSX wB97M-V def2-TZVPD def2/J DEFGRID3
* xyz 0 6
Fe -1.921 -0.321 -0.326
C -0.396 -1.912 4.727
S -1.252 -0.347 4.475
C -2.019 -0.525 2.898
S -1.957 -1.949 1.947
N -2.672 0.563 2.596
N -3.121 0.562 1.317
C -4.229 1.119 1.057
C -4.679 1.135 -0.338
C -5.715 1.963 -0.748
C -6.079 1.975 -2.081
C -5.392 1.164 -2.970
C -4.377 0.367 -2.471
N -4.037 0.328 -1.186
H -0.514 -2.188 5.772
H 0.662 -1.802 4.491
H -0.843 -2.667 4.083
H -4.840 1.565 1.837
H -6.204 2.600 -0.023
H -6.878 2.618 -2.427
H -5.628 1.150 -4.025
H -3.801 -0.259 -3.147
N -2.468 -2.258 -1.548
C -1.468 -2.619 -2.558
C -0.725 -1.396 -3.056
O -0.266 -1.356 -4.181
N -0.588 -0.440 -2.076
C 0.086 0.725 -2.374
C -0.971 1.947 -2.053
O -0.870 2.883 -2.807
O -1.693 1.692 -1.061
H -2.718 -3.062 -0.984
H -3.317 -1.949 -2.005
H -1.881 -3.145 -3.418
H -0.724 -3.273 -2.098
H 0.468 0.805 -3.388
H 0.844 0.962 -1.618
C 1.053 -2.167 0.386
C 1.001 -0.777 0.916
N 0.048 0.103 0.707
C 0.409 1.254 1.375
C 1.597 1.067 1.997
N 1.968 -0.230 1.698
C 3.183 -0.881 2.142
N 4.322 -0.038 1.903
N 5.108 0.369 2.933
N 6.054 1.097 2.478
C 5.908 1.192 1.104
C 6.678 1.860 0.148
C 6.275 1.763 -1.164
C 5.127 1.028 -1.532
C 4.359 0.365 -0.601
C 4.789 0.462 0.727
H 0.135 -2.350 -0.160
H 1.119 -2.898 1.192
H 1.900 -2.306 -0.293
H -0.218 2.130 1.357
H 2.207 1.715 2.603
H 3.285 -1.817 1.598
H 3.163 -1.087 3.209
H 7.552 2.428 0.438
H 6.848 2.259 -1.936
H 4.840 0.992 -2.575
H 3.472 -0.188 -0.884
*
```

Calculated values
E_HOMO (spin up / spin down)	-7.89 / -7.88	eV
energy relative to the best compared isomer or geometry (same formula, charge and spin)	22.7	kcal per mole
E	-3724.83728	hartree
frontier orbital gap (spin up / spin down)	7.51 / 5.63	eV

No. 3
# C43H48BrCl2IO7P2

C43H48BrCl2IO7P2 as an isolated structure at a distorted geometry (the ωB97M-V functional and the def2-TZVPD basis, the OMol25 dataset).

ORCA input file:
```
! RIJCOSX wB97M-V def2-TZVPD def2/J DEFGRID3
* xyz 0 1
C 9.195 -0.135 0.918
C 8.157 -0.744 0.782
C 6.774 -1.371 0.697
O 5.744 -0.524 0.310
C 5.224 0.462 1.208
I 5.917 0.252 3.277
P 5.949 2.124 0.611
C 6.808 1.754 -1.018
C 4.681 3.384 0.072
C 4.213 4.366 1.187
C 3.650 0.249 1.070
C 3.428 -1.186 1.639
C 2.254 -1.700 1.977
C 2.688 1.298 1.650
C 2.930 1.913 3.053
C 2.604 0.961 4.261
C 1.136 1.089 4.762
C 0.223 -0.106 4.417
O 0.790 -1.363 4.784
C -0.145 -2.378 4.744
C -0.631 -2.987 3.423
O -0.616 -2.792 5.769
O 3.484 0.115 -0.365
C 2.171 0.000 -0.819
C 1.610 1.244 -1.572
C 0.086 1.338 -1.578
C -0.503 2.012 -2.665
C -1.869 2.199 -2.754
C -2.738 1.720 -1.758
C -2.165 1.036 -0.700
C -3.008 0.423 0.438
C -0.771 0.862 -0.596
P 2.240 -1.387 -2.134
O 1.038 -1.033 -3.243
Br 1.546 -3.270 -1.113
C 6.911 -2.415 -0.443
Cl 7.540 -1.883 -2.000
C 6.582 -3.694 -0.304
C 6.755 -4.755 -1.399
Cl 5.888 -4.325 1.201
H 10.041 0.447 1.234
H 6.667 -1.987 1.601
H 7.863 1.499 -0.879
H 6.797 2.720 -1.562
H 6.240 1.048 -1.642
H 5.197 4.004 -0.685
H 3.863 2.886 -0.473
H 4.351 5.412 0.881
H 3.143 4.220 1.421
H 4.771 4.194 2.124
H 4.292 -1.835 1.824
H 2.169 -2.786 2.105
H 1.327 -1.129 2.083
H 1.688 0.822 1.733
H 2.486 2.142 0.968
H 2.200 2.741 3.161
H 3.913 2.396 3.171
H 3.276 1.291 5.076
H 2.888 -0.082 4.056
H 0.622 1.990 4.380
H 1.167 1.181 5.862
H -0.110 -0.043 3.361
H -0.697 0.023 5.028
H -0.048 -3.870 3.117
H -0.655 -2.264 2.589
H -1.669 -3.325 3.565
H 1.405 -0.329 -0.105
H 1.994 2.164 -1.099
H 1.968 1.258 -2.618
H 0.129 2.419 -3.463
H -2.243 2.758 -3.617
H -3.820 1.864 -1.812
H -2.539 -0.548 0.679
H -4.009 0.222 0.025
H -3.055 1.068 1.327
H -0.359 0.342 0.275
H 1.464 -1.133 -4.104
H 6.041 -5.566 -1.185
H 6.606 -4.347 -2.402
H 7.759 -5.187 -1.248
C -11.598 1.383 -0.933
C -10.535 2.117 -0.416
C -9.238 1.832 -0.810
C -8.996 0.805 -1.714
C -10.061 0.053 -2.215
C -11.362 0.353 -1.829
C -9.818 -1.082 -3.146
O -10.743 -1.733 -3.584
C -8.415 -1.407 -3.521
C -8.163 -2.498 -4.344
C -6.862 -2.802 -4.711
C -5.807 -2.012 -4.264
C -6.052 -0.927 -3.439
C -7.355 -0.626 -3.057
C -7.602 0.521 -2.143
O -6.680 1.208 -1.751
H -12.612 1.612 -0.630
H -10.720 2.913 0.294
H -8.413 2.408 -0.411
H -12.190 -0.220 -2.226
H -8.981 -3.112 -4.696
H -6.667 -3.655 -5.348
H -4.791 -2.247 -4.557
H -5.229 -0.316 -3.089
*
```

Calculated values
E_HOMO	-7.92	eV
E	-6668.67176	hartree
frontier orbital gap	6.85	eV